DFT (ωB97M-V/def2-TZVPD) results for an isolated molecule of C5H10O2.

Values from the calculation:
SMILES string = OCCC1COC1
energy = -346.9337 hartree
energy above the lowest of the compared OMol25 structures with the same formula, charge and spin = 240.7 kJ/mol
lowest unoccupied orbital energy = 0.88 eV
HOMO energy = -9.556 eV
frontier orbital gap = 10.44 eV

CARTESIAN COORDINATES (ANGSTROEM)
O  0.6664  -1.9418  1.3654
C  -0.4491  -1.8050  0.4880
C  -0.8958  -0.3430  0.4849
C  -0.2975  0.5252  -0.6144
C  -0.2564  2.0350  -0.3211
O  1.1746  2.0690  -0.4016
C  1.2359  0.6607  -0.6617
H  1.4428  -2.2094  0.8664
H  -1.2545  -2.4447  0.8701
H  -0.2052  -2.1617  -0.5231
H  -0.5679  0.0273  1.4636
H  -1.9899  -0.2627  0.4546
H  -0.7351  0.2833  -1.5902
H  -0.6162  2.3059  0.6813
H  -0.7256  2.6957  -1.0604
H  1.7056  0.4490  -1.6312
H  1.7680  0.1173  0.1293

Forces on atoms 1 to 6 (eV/Å):
0.25 -0.21 -0.10
-0.26 0.00 -0.15
0.01 0.04 0.08
-0.06 -0.07 -0.01
-0.37 0.16 0.03
0.13 0.14 0.02

Results of the natural (NBO) charge analysis, in e, for atoms 1 through 5:
1 O -0.729
2 C -0.066
3 C -0.428
4 C -0.265
5 C -0.047


DFT (ωB97M-V/def2-TZVPD) results for an isolated molecule of C8H8N2OS2 in a non-equilibrium geometry.

Values from the calculation:
SMILES string = CN(N=C=S)[C@@]1(O)C=CC=CC1=S
energy = -1290.5892 hartree
energy above the lowest of the compared OMol25 structures with the same formula, charge and spin = 442.3 kJ/mol
lowest unoccupied orbital energy = -1.55 eV
HOMO energy = -8.380 eV
frontier orbital gap = 6.83 eV

CARTESIAN COORDINATES (ANGSTROEM)
C  1.8614  0.0371  1.3214
C  1.5420  -1.3287  1.2287
C  1.3869  0.9180  0.4023
C  0.9103  -1.8212  0.1695
C  0.5854  0.4492  -0.7217
C  0.4769  -0.9603  -0.8281
C  -2.5254  -0.2362  -1.8355
C  -1.2621  0.7584  1.0881
N  -1.8629  0.6299  -1.3212
N  -1.0087  1.0086  -0.3831
O  0.9590  1.1203  -1.8515
S  -3.7674  -0.7015  -2.6408
S  -0.3122  -1.6240  -2.1807
H  2.2914  0.5185  2.2163
H  1.8437  -1.9697  2.0398
H  1.5153  1.9655  0.7669
H  0.5185  -2.8059  -0.0094
H  -2.0300  0.1283  1.2353
H  -1.3622  1.6725  1.5545
H  -0.3834  0.2405  1.4695
H  0.6233  2.0008  -1.7203

Forces on atoms 1 to 6 (eV/Å):
-0.22 2.54 -0.11
0.98 -1.35 1.22
0.96 0.00 2.76
-0.98 -0.71 0.44
-0.10 2.61 0.38
-1.72 -1.24 -3.70

Results of the natural (NBO) charge analysis, in e, for atoms 1 through 5:
1 C -0.229
2 C -0.189
3 C -0.181
4 C -0.230
5 C 0.278


DFT (ωB97M-V/def2-TZVPD) results for an isolated molecule of C3H8N2S in a non-equilibrium geometry.

Values from the calculation:
SMILES string = N[C@@H]1[C@H](N)[C@@H]1S
energy = -626.7672 hartree
energy above the lowest of the compared OMol25 structures with the same formula, charge and spin = 147.3 kJ/mol
lowest unoccupied orbital energy = 0.87 eV
HOMO energy = -8.477 eV
frontier orbital gap = 9.35 eV

CARTESIAN COORDINATES (ANGSTROEM)
C  -0.4054  -0.8888  0.4994
C  -0.4379  0.6116  0.5899
C  0.8550  -0.1434  0.8749
H  -0.3445  -0.8399  -1.4887
H  0.0292  -2.3077  -0.8717
H  -0.9002  -1.4227  1.3183
H  -0.9344  0.9971  1.4658
H  -1.5126  1.3156  -1.0160
H  -0.3008  2.3155  -0.5189
H  1.1471  -0.1736  1.9315
H  1.6801  0.7594  -1.1106
N  -0.5968  -1.5076  -0.7802
N  -0.5348  1.3390  -0.6567
S  2.2560  -0.0546  -0.2370

Forces on atoms 1 to 6 (eV/Å):
-0.33 -0.29 0.29
0.22 -0.34 -0.36
0.07 0.16 0.40
0.12 0.09 -0.39
-0.17 0.23 -0.06
0.19 0.19 -0.29

Results of the natural (NBO) charge analysis, in e, for atoms 1 through 5:
1 C -0.063
2 C -0.075
3 C -0.401
4 H 0.371
5 H 0.365


Question: Among the records above, which one has the highest lowest unoccupied orbital energy?
Answer: C5H10O2